DFT (ωB97M-V/def2-TZVPD) results for a molecular structure, Ag2H32O20P.

Geometry as XYZ:
```
55
Properties=species:S:1:pos:R:3:mulliken_charge:R:1
Ag -3.60 0.49 -0.09 0.76
Ag -0.26 0.99 1.90 0.13
P 0.18 -0.38 -0.40 0.32
O 0.28 1.09 -0.39 -0.09
O -1.17 0.27 0.02 -0.76
O 1.12 -0.09 0.73 0.94
O -0.69 -0.85 0.70 0.27
O -2.81 -1.75 -0.61 -0.86
H -2.40 -2.54 -0.99 0.40
H -2.14 -1.17 -0.16 0.20
O 3.24 0.97 0.11 -0.93
H 2.95 1.52 -0.66 0.49
H 2.37 0.66 0.33 -0.38
O 1.10 2.89 0.84 -0.88
H 1.85 2.37 1.09 0.53
H 0.79 2.07 0.33 0.14
O -1.84 2.52 0.62 -0.70
H -1.57 1.59 0.46 -0.14
H -1.65 2.80 -0.27 0.68
O 2.85 -1.40 -1.30 -0.54
H 3.19 -0.96 -2.10 0.29
H 3.16 -0.79 -0.67 0.29
O -2.50 0.32 1.99 -0.80
H -2.59 1.26 1.97 0.63
H -1.90 0.01 1.24 -1.08
O 0.57 0.08 -3.38 -0.74
H -0.35 0.33 -3.32 0.31
H 0.92 0.82 -2.83 0.48
O -0.57 -1.08 3.20 -0.79
H 0.37 -1.04 3.22 0.44
H -0.60 -1.05 2.16 0.43
O -0.49 -3.42 0.39 -0.74
H 0.33 -3.53 0.02 0.37
H -0.56 -2.49 0.68 0.29
O -0.71 2.96 -1.84 -0.82
H -0.06 3.66 -1.63 0.40
H -0.49 2.14 -1.30 0.41
O 1.92 1.96 -2.01 -0.82
H 1.54 2.66 -2.52 0.33
H 1.22 1.71 -1.34 0.72
O 1.84 0.57 3.05 -0.73
H 2.32 1.35 3.11 0.29
H 1.62 0.28 2.13 0.59
O 0.30 -2.65 -2.17 -0.39
H 1.16 -2.96 -2.30 0.21
H -0.28 -3.17 -2.73 0.19
O -2.25 0.75 -2.01 -0.81
H -1.69 0.51 -1.20 0.49
H -2.50 1.67 -1.98 0.47
O 2.16 -2.19 1.49 -0.73
H 1.77 -1.28 1.25 -0.06
H 3.10 -2.13 1.42 0.27
O -3.03 -2.38 2.19 -0.76
H -2.82 -2.51 1.26 0.49
H -2.68 -1.49 2.28 0.31
```

As for the total charge: -1.



DFT (ωB97M-V/def2-TZVPD) results for a molecular structure, AgCl.

Geometry as XYZ:
```
2
Properties=species:S:1:pos:R:3:mulliken_charge:R:1
Ag -3.07 -21.32 17.91 0.72
Cl -3.61 -21.25 13.83 -0.72
```

The calculation puts the relative energy (zero: lowest compared OMol25 entry of this formula, charge and spin) at 247.6 kJ/mol.



DFT (ωB97M-V/def2-TZVPD) results for a molecular structure, AgCl3.

Geometry as XYZ:
```
4
Properties=species:S:1:pos:R:3:mulliken_charge:R:1
Ag 0.02 0.06 0.35 0.51
Cl -2.00 1.23 -0.96 -0.81
Cl 2.23 1.42 1.10 -0.82
Cl -0.26 -2.72 -0.49 -0.88
```

The calculation puts the relative energy (zero: lowest compared OMol25 entry of this formula, charge and spin) at 0.0 kJ/mol. As for the total charge: -2.



Ordered E_tot results: -58739.769; -16518.424; -41570.116; unit eV.
Ordered frontier orbital gap results: 6.2; 4.4; 8.0; unit eV.